Entry from OMol25: a molecular structure, C25H61I2N7NbO5P2 in a non-equilibrium geometry (wB97M-V/def2-TZVPD).

Positions of all 103 atoms, in Å:
C 1.438 -2.487 0.760
C -0.062 -2.269 1.366
C -1.307 -2.478 0.336
C -1.012 -1.949 -1.219
C -0.354 -3.282 -1.986
Nb -2.975 -1.214 -2.098
C -3.729 -3.343 -2.218
C -4.503 -3.928 -0.911
C -5.751 -3.082 -0.323
C -6.910 -2.620 -1.371
O -8.183 -2.597 -0.884
O -6.756 -2.164 -2.756
N -2.308 -1.416 -4.163
C -1.033 -0.984 -4.345
O 0.305 -0.774 -4.470
C -2.471 1.002 -1.979
I -0.444 1.647 -1.964
C -3.222 1.620 -0.617
C -3.260 3.256 -0.801
I -2.066 1.126 1.224
H 1.562 -3.401 0.039
H 1.754 -1.481 0.200
H 2.197 -2.590 1.659
H -0.223 -1.226 1.917
H -0.197 -3.085 2.228
H -2.237 -1.916 0.830
H -1.610 -3.628 0.370
H -0.144 -1.190 -1.129
H -0.522 -4.280 -1.396
H -0.791 -3.449 -3.064
H 0.830 -3.162 -2.076
H -4.600 -0.694 -2.797
H -3.748 -1.036 -0.454
H -2.915 -4.167 -2.511
H -4.501 -3.393 -3.128
H -4.896 -5.020 -1.185
H -3.694 -4.098 -0.061
H -5.464 -2.117 0.316
H -6.293 -3.793 0.471
H -6.744 -1.150 -2.806
H -3.046 1.532 -2.882
H -4.300 1.150 -0.598
H -2.489 3.811 -0.084
H -3.039 3.501 -1.940
H -4.372 3.633 -0.603
O 1.170 5.166 -2.831
P 1.513 6.311 -3.815
N 0.750 7.467 -2.872
C -0.569 8.024 -2.936
C 1.433 7.866 -1.645
N 0.649 5.601 -5.111
C -0.640 5.998 -5.645
C 0.723 4.131 -5.171
N 1.907 7.627 -4.946
C 3.315 8.015 -4.811
C 1.139 8.799 -5.331
H -0.522 9.125 -2.939
H -1.183 7.717 -2.086
H -1.128 7.749 -3.831
H 2.062 8.744 -1.834
H 2.081 7.069 -1.267
H 0.737 8.114 -0.835
H -1.411 6.035 -4.874
H -1.007 5.285 -6.398
H -0.587 6.934 -6.186
H -0.017 3.668 -4.511
H 1.720 3.773 -4.881
H 0.553 3.764 -6.188
H 3.467 8.674 -3.949
H 3.679 8.521 -5.712
H 3.945 7.129 -4.673
H 1.265 9.623 -4.619
H 0.071 8.626 -5.436
H 1.474 9.156 -6.311
O 4.103 -4.152 3.824
P 3.886 -4.645 5.275
N 2.617 -5.648 4.838
C 1.197 -5.449 4.863
C 2.967 -6.870 4.119
N 3.533 -3.079 5.869
C 2.237 -2.534 6.230
C 4.316 -1.993 5.254
N 3.636 -5.211 6.944
C 4.668 -6.183 7.316
C 2.411 -5.544 7.651
H 0.702 -6.282 5.388
H 0.776 -5.389 3.857
H 0.882 -4.544 5.381
H 3.095 -7.697 4.827
H 3.904 -6.758 3.565
H 2.204 -7.163 3.388
H 1.514 -2.619 5.417
H 2.296 -1.461 6.465
H 1.850 -2.972 7.141
H 3.868 -1.665 4.310
H 5.348 -2.313 5.056
H 4.389 -1.127 5.918
H 4.444 -7.177 6.916
H 4.777 -6.255 8.404
H 5.644 -5.875 6.922
H 2.089 -6.573 7.451
H 1.567 -4.895 7.427
H 2.570 -5.453 8.732

Calculated values
Charge: -1
Spin multiplicity: 1
HOMO level (eV): -5.103
E (hartree): -3082.99472
F_max (eV Å⁻¹): 9.96